# 1
Density functional theory data (ωB97M-V/def2-TZVPD) for C27H22F5N4OPdS2Sb as an isolated structure.

For the HOMO energy, the calculation gives -7.5933 eV. As for the spin multiplicity: 1. The net charge is 0. The calculation puts the total energy at -3000.17033 Ha.

```
63
Properties=species:S:1:pos:R:3:forces:R:3
Pd 1.4030 1.2000 0.0226 0.1 -0.1 -0.3
N 1.5161 2.8401 3.9490 0.0 0.0 0.0
C 0.1784 3.0617 3.7074 0.0 0.0 0.0
C -0.0800 2.4711 2.5147 0.0 0.0 0.0
N 1.0699 1.8985 2.0260 0.0 0.0 0.0
C 2.0200 2.1419 2.9051 0.0 0.0 0.0
C 3.4090 1.7335 2.7699 0.0 0.0 0.0
N 3.8746 1.0406 1.7639 0.0 0.0 0.0
C 5.2138 0.8855 2.0030 0.0 0.0 0.0
C 5.5586 1.4939 3.1731 0.0 0.0 0.0
N 4.3959 2.0374 3.6609 0.0 0.0 0.0
H 2.0268 3.2014 4.7338 0.0 0.0 0.0
H -0.4468 3.6056 4.3913 0.0 0.0 0.0
H -1.0025 2.4251 1.9655 0.0 0.0 0.0
H 5.8502 0.3557 1.3145 0.0 0.0 0.0
H 6.4975 1.5947 3.6873 0.0 0.0 0.0
H 4.3122 2.5262 4.5337 0.0 0.0 0.0
F -4.4688 -6.1162 1.1669 0.0 0.0 0.0
C -3.8414 -4.9283 1.0445 0.0 0.0 0.0
C -2.7497 -4.6680 1.8500 0.0 0.0 0.0
C -2.1142 -3.4432 1.7163 0.0 0.0 0.0
C -2.5521 -2.4952 0.7917 0.0 0.0 0.1
C -3.6536 -2.7989 -0.0010 0.0 0.0 0.0
C -4.3083 -4.0195 0.1193 0.0 0.0 0.0
Sb -1.4874 -0.6268 0.6929 -0.1 -0.1 0.1
C 0.3537 -1.5920 0.2052 0.0 0.0 0.0
C 0.4577 -2.5337 -0.8218 0.0 0.0 0.0
C 1.6787 -3.0832 -1.1618 0.0 0.0 0.0
C 2.8031 -2.6987 -0.4497 0.0 0.0 0.0
F 3.9929 -3.2270 -0.7890 0.0 0.0 0.0
C 2.7412 -1.8196 0.6044 0.0 0.0 0.0
C 1.5002 -1.2743 0.9356 0.0 0.0 0.0
C -2.2566 -0.1041 -1.2262 0.0 0.0 0.0
C -1.6902 -0.4488 -2.4511 0.0 0.0 0.0
C -2.3385 -0.1597 -3.6433 0.0 0.0 0.0
C -3.5594 0.4829 -3.5906 0.0 0.0 0.0
F -4.1930 0.7714 -4.7450 0.0 0.0 0.0
C -4.1418 0.8699 -2.4017 0.0 0.0 0.0
C -3.4741 0.5738 -1.2201 0.0 0.0 0.0
H -2.4141 -5.4136 2.5581 0.0 0.0 0.0
H -1.2501 -3.2378 2.3402 0.0 0.0 0.0
H -4.0092 -2.0872 -0.7369 0.0 0.0 0.0
H -5.1625 -4.2698 -0.4953 0.0 0.0 0.0
H -0.4277 -2.8489 -1.3598 0.0 0.0 0.0
H 1.7772 -3.7983 -1.9675 0.0 0.0 0.0
H 3.6353 -1.5605 1.1521 0.0 0.0 0.0
H 1.4340 -0.6372 1.8123 0.0 0.0 0.0
H -0.7150 -0.9143 -2.4975 0.0 0.0 0.0
H -1.8942 -0.4008 -4.5994 0.0 0.0 0.0
H -5.0899 1.3902 -2.4091 0.0 0.0 0.0
H -3.9289 0.8729 -0.2809 0.0 0.0 0.0
C -0.8819 3.0153 -3.4793 0.0 0.0 0.0
O -0.0391 2.2044 -2.6574 0.0 0.1 0.0
C 0.8143 1.3659 -3.2466 0.0 -0.1 0.0
S 0.8703 1.0970 -4.8729 0.0 0.0 0.0
S 1.8660 0.5475 -2.1459 0.0 0.1 0.2
H -1.4821 3.5906 -2.7793 0.0 0.0 0.0
H -1.5078 2.3945 -4.1160 0.0 0.0 0.0
H -0.2789 3.6686 -4.1094 0.0 0.0 0.0
F 2.4852 3.7019 0.3217 0.0 0.0 0.0
C 1.5375 3.0991 -0.4779 0.0 0.1 0.1
F 0.3588 3.7372 -0.1932 0.0 0.0 0.0
H 1.8082 3.3096 -1.5071 0.0 0.0 0.0
```
Positions in Å, forces in eV/Å.

Atomic charges from the natural (NBO) analysis, expressed in e, are listed below: number 1, Pd, carries 0.50; number 2, N, carries -0.50; number 3, C, carries -0.08; number 4, C, carries -0.05; number 5, N, carries -0.49; number 6, C, carries 0.33; number 7, C, carries 0.28; number 8, N, carries -0.43; number 9, C, carries -0.08; number 10, C, carries -0.09; number 11, N, carries -0.51; number 12, H, carries 0.42; number 13, H, carries 0.23; number 14, H, carries 0.24; number 15, H, carries 0.22; number 16, H, carries 0.23; number 17, H, carries 0.41; number 18, F, carries -0.33; number 19, C, carries 0.40; number 20, C, carries -0.28; number 21, C, carries -0.21; number 22, C, carries -0.35; number 23, C, carries -0.21; number 24, C, carries -0.28; number 25, Sb, carries 1.10; number 26, C, carries -0.39; number 27, C, carries -0.20; number 28, C, carries -0.25; number 29, C, carries 0.41; number 30, F, carries -0.32; number 31, C, carries -0.28; number 32, C, carries -0.23; number 33, C, carries -0.37; number 34, C, carries -0.22; number 35, C, carries -0.24; number 36, C, carries 0.39; number 37, F, carries -0.33; number 38, C, carries -0.29; number 39, C, carries -0.22; number 40, H, carries 0.23; number 41, H, carries 0.21; number 42, H, carries 0.23; number 43, H, carries 0.23; number 44, H, carries 0.23; number 45, H, carries 0.24; number 46, H, carries 0.24; number 47, H, carries 0.22; number 48, H, carries 0.24; number 49, H, carries 0.24; number 50, H, carries 0.23; number 51, H, carries 0.21; number 52, C, carries -0.26; number 53, O, carries -0.54; number 54, C, carries 0.02; number 55, S, carries -0.19; number 56, S, carries -0.14; number 57, H, carries 0.20; number 58, H, carries 0.20; number 59, H, carries 0.20; number 60, F, carries -0.38; number 61, C, carries 0.47; number 62, F, carries -0.37; number 63, H, carries 0.14

---

# 2
Density functional theory data (ωB97M-V/def2-TZVPD) for C27H22FLaN5O3S as an isolated structure.

For the HOMO energy, the calculation gives -10.5356 eV. As for the spin multiplicity: 1. The net charge is +1. The calculation puts the total energy at -2071.23668 Ha.

```
60
Properties=species:S:1:pos:R:3:forces:R:3
La -1.1367 -0.3914 1.5292 -0.5 0.9 0.1
N -5.0408 1.2707 3.8313 0.1 0.0 -0.1
C -3.8408 1.0345 3.2617 -0.4 0.3 0.3
S -3.8895 -0.2147 2.0243 0.1 0.2 0.3
N -2.8736 1.8069 3.7152 0.4 -0.5 -0.5
N -1.6288 1.5115 3.1913 -0.6 0.5 0.3
C -0.7156 2.4016 3.3543 0.8 0.2 -0.2
C -0.8543 3.7378 3.9911 -0.2 -0.3 0.1
C -1.4334 3.8939 5.2480 0.0 0.1 0.0
C -1.4995 5.1527 5.8237 0.0 0.0 0.0
C -1.0197 6.2634 5.1424 0.0 0.0 0.0
C -0.4578 6.1142 3.8824 0.0 -0.1 0.0
C -0.3625 4.8514 3.3156 0.0 0.2 0.0
C 0.6669 2.0862 2.8209 -0.4 0.2 0.2
C 1.7900 2.5575 3.4838 0.1 0.1 0.0
C 3.0440 2.2749 2.9656 0.0 0.0 0.1
C 3.1501 1.5499 1.7891 0.0 0.1 0.0
C 1.9858 1.1062 1.1946 0.0 0.0 0.0
N 0.7726 1.3510 1.7011 0.0 0.0 0.2
H -5.8585 0.8070 3.4833 0.0 0.0 0.0
H -5.1213 2.0281 4.4880 0.0 0.0 0.0
H -1.8325 3.0357 5.7684 0.0 0.0 0.0
H -1.9367 5.2655 6.8070 0.0 0.0 0.0
H -1.0853 7.2445 5.5946 0.0 0.0 0.0
H -0.0889 6.9758 3.3421 0.0 0.0 0.0
H 0.0890 4.7424 2.3358 0.0 0.0 0.0
H 1.6744 3.1411 4.3856 0.0 0.0 0.0
H 3.9310 2.6274 3.4767 0.0 0.0 0.0
H 4.1081 1.3267 1.3423 0.0 0.0 0.0
H 2.0089 0.5245 0.2834 0.0 0.0 0.0
C 0.7034 -5.6476 -3.8001 -0.1 -0.1 -0.1
C 1.7214 -4.5339 -3.6310 -0.1 0.3 0.2
C 2.3367 -4.0517 -4.9325 0.1 -0.1 0.0
C 1.2783 -3.4248 -5.8228 -0.1 0.1 0.0
C 0.5106 -2.3661 -5.0752 0.0 0.0 0.2
C -0.1374 -1.3572 -5.7388 0.0 0.0 -0.1
C -0.8386 -0.3679 -5.0402 0.0 0.0 -0.2
F -1.4468 0.5802 -5.7618 0.0 0.0 0.0
C -0.9040 -0.3375 -3.6841 0.0 -0.1 0.1
C -0.2432 -1.3564 -2.9731 0.0 0.1 -0.1
C -0.2577 -1.3603 -1.5366 -0.4 0.4 0.4
O -0.8519 -0.4439 -0.8600 0.2 -0.2 -0.3
C 0.4039 -2.4126 -0.8774 0.3 -0.6 -0.2
C 1.0508 -3.3761 -1.6003 0.0 0.0 0.0
N 1.0904 -3.3699 -2.9347 -0.1 0.0 -0.2
C 0.4493 -2.3669 -3.6584 0.2 -0.3 0.0
C 0.2714 -2.3731 0.6113 -0.3 0.0 0.1
O -0.8930 -2.6391 1.0697 0.4 -1.1 -0.4
O 1.0935 -1.7388 1.3000 0.3 -0.1 -0.1
H 1.1627 -6.4872 -4.3240 0.0 0.0 0.0
H -0.1648 -5.3226 -4.3747 0.0 0.0 0.0
H 0.3441 -6.0098 -2.8363 0.0 0.0 0.0
H 2.5134 -4.8553 -2.9550 0.0 -0.1 -0.1
H 2.8146 -4.9011 -5.4203 0.0 0.0 -0.1
H 3.1219 -3.3246 -4.7139 0.0 0.0 0.0
H 0.5866 -4.1879 -6.1876 0.0 0.0 0.0
H 1.7316 -2.9757 -6.7060 0.0 0.0 0.0
H -0.1106 -1.3037 -6.8209 0.0 0.0 0.0
H -1.4414 0.4403 -3.1611 0.0 0.0 0.0
H 1.5604 -4.2062 -1.1267 0.0 0.0 0.1
```
Positions in Å, forces in eV/Å.

Atomic charges from the natural (NBO) analysis, expressed in e, are listed below: number 1, La, carries 2.18; number 2, N, carries -0.77; number 3, C, carries 0.33; number 4, S, carries -0.43; number 5, N, carries -0.44; number 6, N, carries -0.37; number 7, C, carries 0.23; number 8, C, carries -0.05; number 9, C, carries -0.19; number 10, C, carries -0.21; number 11, C, carries -0.18; number 12, C, carries -0.21; number 13, C, carries -0.21; number 14, C, carries 0.17; number 15, C, carries -0.22; number 16, C, carries -0.12; number 17, C, carries -0.25; number 18, C, carries 0.09; number 19, N, carries -0.56; number 20, H, carries 0.41; number 21, H, carries 0.41; number 22, H, carries 0.23; number 23, H, carries 0.22; number 24, H, carries 0.22; number 25, H, carries 0.22; number 26, H, carries 0.22; number 27, H, carries 0.25; number 28, H, carries 0.24; number 29, H, carries 0.24; number 30, H, carries 0.22; number 31, C, carries -0.63; number 32, C, carries -0.02; number 33, C, carries -0.41; number 34, C, carries -0.43; number 35, C, carries -0.02; number 36, C, carries -0.21; number 37, C, carries 0.41; number 38, F, carries -0.30; number 39, C, carries -0.23; number 40, C, carries -0.15; number 41, C, carries 0.51; number 42, O, carries -0.79; number 43, C, carries -0.28; number 44, C, carries 0.14; number 45, N, carries -0.33; number 46, C, carries 0.24; number 47, C, carries 0.73; number 48, O, carries -0.75; number 49, O, carries -0.68; number 50, H, carries 0.23; number 51, H, carries 0.22; number 52, H, carries 0.23; number 53, H, carries 0.22; number 54, H, carries 0.24; number 55, H, carries 0.22; number 56, H, carries 0.23; number 57, H, carries 0.24; number 58, H, carries 0.24; number 59, H, carries 0.26; number 60, H, carries 0.23